Computed, not measured: a structure of composition C11H12NO6Rh in a non-equilibrium geometry, with ωB97M-V/def2-TZVPD.

Properties
spin multiplicity: 5
E_HOMO (spin up / spin down): -12.66 / -18.34 eV
E_LUMO (spin up / spin down): -7.4 / -12.1 eV
charge: +2
energy relative to the best compared isomer or geometry (same formula, charge and spin): 28.0 kcal per mole

Last column: Mulliken spin population.
Geometry (Å):
1 O 5.8190 1.5032 -2.2551  0.0263
2 C 5.0330 0.7530 -1.8325  0.1559
3 Rh 3.2739 0.3324 -1.1603  1.2946
4 O 3.1846 3.3741 -1.7049  0.0055
5 C 3.2025 2.2224 -1.5349  0.0796
6 C 2.9655 -1.7775 -0.6231  0.6426
7 O 2.3180 -2.6786 -0.2531  0.5831
8 C 3.4509 0.5966 0.7880  -0.0159
9 O 3.5722 0.6062 1.9208  0.0554
10 C 2.3017 -0.1444 -2.8021  -0.0291
11 O 1.7489 -0.4671 -3.7666  0.0507
12 H 4.0537 -1.8078 -0.9752  0.1492
13 O 0.4844 0.9356 -0.3182  0.3770
14 C -0.5300 0.6321 0.3436  -0.0880
15 C -1.8306 1.3820 0.2511  -0.0114
16 C -3.0046 0.5571 -0.3259  -0.0057
17 C -3.7019 -0.3763 0.6613  -0.0042
18 C -2.7836 -1.5045 1.1703  0.0895
19 C -1.5970 -1.0126 1.9649  0.0064
20 N -0.4726 -0.4178 1.1842  0.6325
21 H -2.1113 1.7209 1.2546  -0.0067
22 H -1.6831 2.2684 -0.3737  -0.0025
23 H -3.7472 1.2958 -0.6888  0.0007
24 H -2.6490 -0.0037 -1.1954  -0.0012
25 H -4.1333 0.1814 1.5230  -0.0007
26 H -4.5792 -0.8253 0.1541  0.0085
27 H -3.3857 -2.1481 1.8220  0.0079
28 H -2.4655 -2.1186 0.3282  -0.0062
29 H -1.9600 -0.2797 2.7110  0.0517
30 H -1.1743 -1.8631 2.5238  -0.0031
31 H 0.4006 -0.9362 1.2088  -0.0423

Computed, not measured: the ion C8H14NO2 with charge +1 in a non-equilibrium geometry, with ωB97M-V/def2-TZVPD.

Properties
E_HOMO: -13.04 eV
E_LUMO: -3.9 eV
charge: +1
energy relative to the best compared isomer or geometry (same formula, charge and spin): 124.1 kcal per mole

Last column: Löwdin charge in e.
Geometry (Å):
1 C -0.2665 -1.4768 1.8098  -0.1213
2 C -2.1435 0.5890 -0.4266  -0.0971
3 C -2.7883 0.2581 0.8855  -0.0919
4 C -0.7715 0.5877 0.2276  -0.2751
5 C -1.4614 0.5430 1.6184  -0.1242
6 C 2.2854 0.0350 0.3539  -0.0466
7 C 1.2471 -0.2687 -1.9733  -0.0047
8 C 1.2959 -0.7944 -0.5035  -0.3729
9 N -0.0653 -0.6569 0.0134  0.0938
10 O -1.0528 -0.6373 2.3497  0.1485
11 O 0.3151 -2.5703 2.0811  0.2556
12 H -2.3816 -0.1435 -1.2387  0.1388
13 H -2.2776 1.7646 -0.6936  0.1801
14 H -3.5808 0.8586 1.3448  0.1366
15 H -3.0624 -0.6888 1.0016  0.0787
16 H 0.0657 1.3767 -0.0039  0.1857
17 H -1.3867 1.4566 2.1009  0.1487
18 H 3.3106 -0.1442 0.0625  0.0938
19 H 2.3527 1.0974 0.2352  0.0756
20 H 2.1081 -0.1893 1.3176  0.0284
21 H 0.3425 -0.3224 -2.3957  0.0304
22 H 1.9040 -1.0039 -2.3809  0.0833
23 H 1.5855 0.7799 -2.0753  0.1042
24 H 1.7219 -1.7813 -0.4582  0.1333
25 H 0.0412 -2.9623 2.9760  0.2182

Computed, not measured: a structure of composition C37H16AsF9N4OSW in a non-equilibrium geometry, with ωB97M-V/def2-TZVPD.

Properties
spin multiplicity: 3
E_HOMO (spin up / spin down): -8.57 / -8.75 eV
E_LUMO (spin up / spin down): -1.6 / -2.3 eV
energy relative to the best compared isomer or geometry (same formula, charge and spin): 39.8 kcal per mole

Last column: Mulliken spin population.
Geometry (Å):
1 W -0.1802 0.3021 0.5624  1.3823
2 S -0.4023 1.4965 2.6433  -0.0240
3 C 1.1302 1.7192 3.4859  0.0242
4 C 1.0699 2.2945 4.7578  0.0023
5 C 2.2289 2.5202 5.4773  0.0017
6 C 3.4656 2.1825 4.9405  -0.0001
7 C 3.5339 1.6229 3.6761  0.0060
8 C 2.3712 1.4003 2.9416  0.0140
9 As 2.3952 0.5902 1.1932  0.0942
10 C 1.8623 2.1453 0.0513  0.0037
11 C 1.2587 3.3069 0.5171  -0.0039
12 C 1.0176 4.3711 -0.3502  -0.0017
13 C 1.3836 4.2769 -1.6791  0.0006
14 C 2.0190 3.1259 -2.1486  0.0003
15 C 2.2554 2.0746 -1.2917  0.0119
16 C 4.2798 0.7629 0.8130  0.0322
17 C 4.8611 1.9943 0.5334  0.0051
18 C 6.2356 2.0707 0.3639  0.0024
19 C 7.0243 0.9308 0.4700  -0.0005
20 C 6.4409 -0.2945 0.7498  0.0023
21 C 5.0644 -0.3792 0.9207  -0.0043
22 H 0.1050 2.5518 5.1756  -0.0011
23 H 2.1673 2.9593 6.4645  0.0002
24 H 4.3733 2.3586 5.5018  0.0001
25 H 4.4988 1.3617 3.2636  -0.0002
26 H 0.9867 3.4051 1.5570  0.0028
27 H 0.5394 5.2662 0.0250  -0.0009
28 H 1.1862 5.0980 -2.3559  0.0001
29 H 2.3205 3.0530 -3.1851  0.0001
30 H 2.7563 1.1888 -1.6653  0.0061
31 H 4.2607 2.8908 0.4620  -0.0003
32 H 6.6919 3.0281 0.1485  -0.0001
33 H 8.0955 1.0010 0.3343  0.0000
34 H 7.0505 -1.1845 0.8322  -0.0001
35 H 4.6094 -1.3384 1.1382  -0.0008
36 F 1.5427 -4.3674 -4.2865  0.0006
37 C 1.2646 -3.2854 -3.5599  0.0090
38 C 1.2898 -3.3511 -2.1764  -0.0004
39 F 1.5948 -4.4928 -1.5631  -0.0004
40 C 1.0075 -2.2141 -1.4477  0.0012
41 F 1.0269 -2.2449 -0.0975  0.0046
42 C 0.6745 -1.0075 -2.0490  0.0004
43 O 0.3561 0.0809 -1.3337  0.1142
44 C 0.6680 -0.9609 -3.4362  0.0094
45 F 0.3592 0.1769 -4.0614  0.0007
46 C 0.9564 -2.0900 -4.1847  -0.0049
47 F 0.9384 -2.0263 -5.5140  -0.0003
48 F -2.3193 -0.8788 -1.8260  -0.0026
49 C -2.9219 0.3205 -1.8563  -0.0365
50 C -3.3767 0.7774 -3.0207  -0.0125
51 F -3.1987 0.0539 -4.1271  -0.0003
52 C -4.1119 2.0375 -3.1329  -0.0022
53 C -4.4560 2.6335 -1.8451  -0.0027
54 C -3.9952 2.1579 -0.6912  0.0273
55 F -4.3276 2.7629 0.4475  0.0008
56 C -2.9912 1.0618 -0.5552  0.0027
57 C -3.2906 0.1020 0.5900  0.0068
58 C -2.1908 -0.5355 1.0177  0.0033
59 N -1.2078 -1.2132 1.3420  0.1645
60 C -4.6029 -0.1976 1.0467  0.0198
61 N -5.6797 -0.4336 1.3787  0.0139
62 F -5.2543 3.7030 -1.8441  0.0002
63 C -4.4452 2.5952 -4.3192  0.0004
64 C -5.1659 3.8393 -4.4487  -0.0002
65 N -5.7287 4.8203 -4.6447  0.0002
66 C -4.0742 2.0339 -5.5971  -0.0001
67 N -3.7973 1.6694 -6.6498  0.0002
68 C -1.6164 1.7310 -0.2177  0.1310
69 H -1.2294 2.2429 -1.1038  0.0017
70 H -1.8359 2.4707 0.5517  -0.0044

Computed, not measured: the ion C12H11N2 with charge +1 in a non-equilibrium geometry, with ωB97M-V/def2-TZVPD.

Properties
E_HOMO (spin up / spin down): -11.46 / -11.92 eV
E_LUMO (spin up / spin down): -5.1 / -4.6 eV
charge: +1
structure (SMILES): C1=CC2=c3ncccc3=CC[N@H+]2C=C1
energy relative to the best compared isomer or geometry (same formula, charge and spin): 48.1 kcal per mole

Last column: Löwdin charge in e.
Geometry (Å):
1 C 2.6031 2.0489 -0.0771  -0.0370
2 C 1.2508 2.0179 -0.0406  -0.0180
3 C 0.4823 0.8363 0.1633  0.0337
4 C -1.1834 0.7084 0.1704  -0.1264
5 N -1.8841 1.8069 0.0611  0.1123
6 C -3.2005 1.7575 0.0008  -0.1094
7 C -3.9177 0.6064 -0.1330  -0.0383
8 C -3.2406 -0.5570 0.1217  0.0194
9 C -1.7880 -0.5911 0.2305  -0.1419
10 C -0.9267 -1.7246 0.0514  0.0120
11 C 0.5052 -1.6325 -0.2531  -0.1005
12 N 1.1795 -0.4590 0.4469  -0.0340
13 C 2.6579 -0.3759 0.1913  -0.0106
14 C 3.3258 0.7830 -0.0171  -0.0211
15 H 3.1194 2.9708 -0.2129  0.1142
16 H 0.8267 2.9308 -0.0031  0.0883
17 H -3.6215 2.7153 -0.2491  0.1214
18 H -4.9064 0.6513 -0.4248  0.0988
19 H -3.7818 -1.5680 0.1531  0.1513
20 H -1.2197 -2.6911 -0.3306  0.1223
21 H 0.9020 -2.5953 0.0299  0.1386
22 H 0.6399 -1.4218 -1.2698  0.1363
23 H 1.2266 -0.5464 1.4476  0.1888
24 H 2.9314 -1.4748 0.0192  0.1541
25 H 4.4276 1.0040 -0.0492  0.1457